Entry from the OMol25 dataset: a structure of composition C10H16BaN2PSe in a non-equilibrium geometry (ωB97M-V/def2-TZVPD).

CARTESIAN COORDINATES (ANGSTROEM)
C 0.319 0.175 -3.932
C -0.839 -0.622 -4.180
C -0.610 -1.911 -3.606
C 0.752 -1.975 -3.190
C 1.303 -0.665 -3.305
Ba 0.527 0.992 0.318
P -0.750 3.400 -1.325
H 0.448 1.226 -4.196
H -1.749 -0.298 -4.684
H -1.335 -2.721 -3.525
H 2.317 -0.365 -3.027
H 1.274 -2.852 -2.820
H -1.757 3.826 -0.383
H -1.257 4.140 -2.432
H 0.240 4.377 -0.927
C -2.311 -1.046 2.078
N -1.007 -0.560 2.540
C -0.824 0.557 3.337
C 0.505 0.727 3.488
N 1.127 -0.300 2.792
C 2.578 -0.456 2.659
C 0.196 -1.093 2.149
Se 0.509 -2.071 0.609
H -2.865 -0.232 1.589
H -2.899 -1.416 2.930
H -2.145 -1.856 1.360
H -1.674 1.094 3.725
H 1.095 1.425 4.055
H 3.047 0.478 2.301
H 3.001 -0.704 3.642
H 2.785 -1.276 1.959

Output
Charge: -1
HOMO-LUMO gap (alpha / beta): 3.1451 / 3.1453 eV
E: -88933.9663 eV
Energy above the lowest of the compared OMol25 structures with the same formula, charge and spin: 0.0 kcal per mole

And the natural (NBO) charges, in e, turn out to be: C -0.40; C -0.36; C -0.36; C -0.37; C -0.43; Ba 0.23; P -0.12; H 0.18; H 0.18; H 0.18; H 0.18; H 0.18; H 0.03; H 0.02; H 0.02; C -0.43; N -0.40; C -0.10; C -0.10; N -0.43; C -0.46; C 0.10; Se -0.27; H 0.23; H 0.20; H 0.26; H 0.25; H 0.26; H 0.24; H 0.21; H 0.26